(1)
Computed, not measured: 31 unconnected molecules or ions with the total composition C6H76NO32 in a non-equilibrium geometry, with ωB97M-V/def2-TZVPD.

```
115
Properties=species:S:1:pos:R:3:forces:R:3:mulliken_charge:R:1
C 2.9349 3.1998 -2.8384 -0.5719 -4.1119 1.4265 -0.93
O 1.9779 2.5718 -1.8744 0.2873 3.7532 0.7003 0.27
C 2.1129 1.2698 -1.5824 2.7252 -3.5456 -3.0859 0.23
C 1.1599 0.8608 -0.4564 0.3970 -1.1099 -2.2016 -0.95
N 1.2249 -0.6202 -0.1724 -2.6518 2.3464 -0.2291 1.20
H 0.7669 -1.0872 -0.9344 0.3706 -0.3355 -1.2826 0.19
H 2.1579 -0.8862 0.0266 1.8204 -0.2849 -1.0272 0.28
C 0.5909 -1.2232 1.0116 1.8299 0.6878 3.2476 -0.35
C -0.8721 -0.9882 1.3086 -0.9658 0.6691 -3.0702 -0.22
O -1.3251 -1.9052 2.2496 1.5972 -1.7365 0.3959 0.44
C -2.6871 -1.8692 2.5456 -1.6556 2.5907 -2.1769 -0.20
H 3.9919 2.9828 -2.5794 -0.7657 0.1866 -0.2942 0.28
H 2.7069 4.1788 -3.0204 -0.5210 2.7865 0.5957 0.35
H 2.5259 2.7318 -3.6924 0.8358 -0.7562 -1.8222 0.25
H 3.2589 0.9228 -1.5764 -1.8624 0.8852 1.6195 -0.15
H 1.9639 0.6718 -2.4774 -1.0369 -0.3743 -0.6033 0.02
H 0.1839 1.3178 -0.5874 -0.2401 -0.4794 0.0851 0.19
H 1.7299 1.3228 0.2136 1.1420 1.7691 4.3873 0.63
H 1.0839 -0.6622 1.9006 -0.1297 -1.5795 -1.3107 0.07
H 1.0359 -2.2522 0.8516 -1.3739 0.6107 1.1993 -0.06
H -1.4211 -0.9502 0.3356 -0.2913 -1.2537 0.3473 -0.22
H -1.0291 0.0928 1.4606 0.1654 -0.1618 1.4547 0.35
H -2.8001 -0.8002 2.7096 -1.1281 -0.0669 0.7028 0.18
H -3.1981 -2.4772 3.2746 1.3202 -0.4668 1.0515 -0.05
H -3.3381 -2.0852 1.6726 0.6436 0.0499 -0.2845 0.08
O 7.0369 3.3428 -4.6454 0.3395 -0.1532 -5.2303 -0.64
H 6.4699 3.6498 -5.4444 1.5319 -0.7526 2.1890 0.31
H 6.5379 3.5398 -3.9124 -1.8548 0.9209 3.0927 0.32
O -0.9711 -0.4182 5.0076 -1.5733 -0.8627 2.1231 -0.56
H -1.3531 -0.9062 5.8106 0.8933 1.2153 -1.7535 0.34
H -0.3141 -1.0342 4.6846 0.6587 -0.0937 -0.2828 0.25
O -0.2021 4.0278 -3.2554 1.0034 1.0092 0.1571 -0.71
H -1.0571 4.0628 -3.6124 -2.5859 1.6327 -0.6200 0.39
H -0.1661 3.1238 -3.4824 1.3368 -2.8255 0.0860 0.32
O 3.3229 -0.1352 2.6616 -0.0174 -0.1857 -0.3799 -0.58
H 2.9159 -0.9052 3.1036 0.1191 0.7730 0.2574 0.31
H 3.4269 0.5908 3.2926 -0.1739 -0.5139 -0.0125 0.28
O 0.2679 -4.1352 3.3386 0.8403 -2.5416 1.4918 -0.70
H 0.3269 -5.1172 3.7486 -1.1806 3.6146 -1.4831 0.32
H -0.6081 -3.8292 3.0226 0.3663 -0.8422 0.1516 0.20
O -4.0871 0.0368 4.5386 -1.8249 -0.9515 1.8513 -0.72
H -4.8841 -0.2712 5.0896 1.6186 0.7285 -1.4101 0.27
H -3.3521 -0.3932 5.0246 -0.2873 0.5232 -0.7808 0.33
O -6.3261 -2.8402 2.8416 -4.3307 -1.3789 -5.0829 -0.66
H -5.7951 -2.5802 3.4986 2.6902 1.7241 4.5050 0.31
H -7.2171 -2.4082 2.8356 1.6139 -0.4198 0.4801 0.29
O -3.4071 1.1488 0.3556 -2.0473 -5.2081 4.5365 -0.54
H -3.1581 1.8628 -0.0974 1.8358 4.4013 -1.7355 0.34
H -3.4361 1.3328 1.3546 -0.1972 0.3386 -2.2034 0.27
O -5.2331 -2.8912 5.4346 -3.7356 2.3244 -4.6628 -0.55
H -5.2071 -3.5882 5.9596 -2.0633 -6.4044 3.2788 0.29
H -4.4301 -2.6782 5.7876 2.6853 2.8642 0.1467 0.14
O 2.1629 -1.6012 -3.5654 1.3347 4.0335 -3.3309 -0.63
H 1.3739 -2.0752 -3.6484 -1.8588 -1.3439 -0.1777 0.24
H 2.0319 -0.8752 -4.4494 0.5622 -2.6704 3.5490 0.39
O 3.7849 -1.4752 -0.5364 1.5208 -1.9685 -4.3822 -0.80
H 4.3149 -2.1402 -0.1114 0.3746 -0.3869 1.7751 0.28
H 4.0799 -1.8852 -1.4934 -1.8955 1.9442 2.5460 0.34
O -3.4841 -3.9892 -0.9234 0.7713 -0.6724 -0.4720 -0.75
H -3.6961 -4.9342 -0.7954 0.0794 0.5124 -0.6083 0.26
H -4.2311 -3.6072 -0.3954 0.8216 -0.0966 -0.2835 0.49
O -3.4081 -1.7782 6.2246 3.6339 -1.7130 0.1674 -0.72
H -2.9141 -2.6902 6.1636 -0.6030 2.8004 0.8989 0.45
H -3.4391 -1.4032 7.1016 0.3269 -0.3674 0.8039 0.25
O -1.9111 -4.7312 1.2906 0.4835 -1.8842 -0.3937 -0.54
H -1.5901 -5.6672 1.1376 -0.4290 1.5739 0.2489 0.30
H -2.5451 -4.5742 0.5556 0.3090 0.5164 0.1025 0.29
O 2.3189 -4.7282 1.4736 2.2069 -0.0482 -3.9836 -0.63
H 1.7159 -4.5442 0.7336 0.3589 -0.2421 0.3953 0.27
H 1.7909 -4.6842 2.2006 -2.4910 0.4173 3.3211 0.36
O 1.9269 0.5638 -5.4064 3.1114 -0.4947 1.1827 -0.69
H 2.8859 0.8068 -5.6334 -2.5136 -0.1488 -0.0939 0.32
H 1.2509 0.9078 -5.9614 -0.3614 0.5828 -1.2258 0.29
O 6.0009 4.1738 -2.0564 1.5720 0.6790 -5.3658 -0.62
H 5.6459 5.0408 -2.2264 -0.4335 0.9320 0.8214 0.40
H 5.8709 3.7628 -1.2844 -1.0459 -1.4778 4.6365 0.24
O 6.3119 -0.1632 -0.7774 -0.1735 -0.8814 1.4194 -0.60
H 5.4279 -0.4892 -0.9544 -0.1969 0.2382 0.0848 0.36
H 6.5799 0.3438 -1.5104 0.5344 0.9330 -1.4493 0.33
O 4.8729 6.7398 -2.5684 2.2345 2.9903 0.1621 -0.71
H 4.3139 6.4058 -3.2324 -1.1810 -0.7752 -1.6178 0.35
H 5.2789 7.5458 -3.0734 -0.9013 -2.2726 1.6147 0.32
O 0.4969 4.5418 -0.5844 0.1044 0.3593 2.1660 -0.69
H 0.6039 4.3318 -1.4704 -0.7542 0.0146 -3.4200 0.23
H 1.3119 4.0878 -0.3864 0.6216 -0.1801 1.4452 0.39
O -2.0131 3.0118 -0.7774 0.5689 0.4139 -1.2129 -0.72
H -2.7441 2.8778 -1.4034 0.5061 0.3850 -0.1423 0.33
H -1.2591 3.3788 -1.3044 -0.8137 -0.1594 0.7942 0.21
O -5.2781 -4.0462 0.5586 10.0607 -0.0569 7.6360 -0.50
H -5.5611 -3.5122 1.2606 -0.7955 1.3984 2.5454 0.29
H -5.9081 -4.1032 0.0586 -11.1901 -1.3558 -8.8154 0.26
O -0.3681 1.1718 -3.9704 -1.5435 2.0441 -1.3744 -0.74
H -0.5581 0.5178 -3.3354 -0.1962 -1.5895 1.2401 0.49
H 0.5579 1.2598 -4.0314 1.8361 -0.2927 0.0530 0.15
O -3.4151 -0.7022 -1.6714 -0.3157 -3.6263 -3.5101 -0.53
H -3.7471 -0.1402 -1.0634 -0.7143 3.8103 4.0725 0.22
H -4.2841 -1.1272 -1.8714 1.3246 -0.2480 -0.5429 0.30
O -2.7921 -5.4102 3.8396 -0.5281 -0.3907 -3.1012 -0.62
H -3.3981 -6.0762 3.3896 0.8189 0.9534 1.3995 0.31
H -2.4861 -4.9902 2.9496 -0.4201 -0.5044 1.8664 0.33
O -3.9791 2.2048 2.9826 -2.3474 1.3249 1.7444 -0.62
H -4.6761 2.7798 3.4666 1.8203 -0.6560 -1.7339 0.35
H -4.1581 1.4288 3.5446 0.7727 -0.5423 -0.1450 0.40
O -0.7041 -1.1542 -2.4084 1.0504 1.4117 0.2349 -0.54
H -1.6121 -1.0812 -2.1444 -1.6257 0.2355 0.4814 0.12
H -0.5711 -2.0712 -2.5014 0.1986 -1.8084 -0.3789 0.32
O 4.1999 6.0548 -5.1744 -2.2555 3.3517 -3.2039 -0.68
H 3.1709 6.1538 -5.1854 2.2950 -0.8162 0.0525 0.36
H 4.3819 6.7858 -5.9494 -0.2204 -2.7296 2.9000 0.32
O 1.5139 -1.6462 4.3656 -1.1196 0.1363 -1.8706 -0.74
H 1.1329 -2.4992 4.0556 0.6546 0.0348 0.6648 0.37
H 2.0449 -1.6932 5.1376 0.5097 -0.7097 1.0749 0.28
O 1.5439 4.9558 -5.6984 0.0558 -0.2643 2.5723 -0.57
H 0.8079 4.6608 -5.1204 0.6183 0.3556 -0.0109 0.34
H 1.1869 4.8948 -6.5464 -0.7298 -0.0172 -2.3609 0.27
```
Positions in Å, forces in eV/Å.

Results
**Charge**: +1
**Total energy**: -2736.049543 Eh

=====

(2)
Computed, not measured: 9 unconnected molecules or ions with the total composition C27H54O27 in a non-equilibrium geometry, with ωB97M-V/def2-TZVPD.

```
108
Properties=species:S:1:pos:R:3:forces:R:3:mulliken_charge:R:1
C 18.8110 6.5177 -10.0897 -1.2198 0.3948 0.5752 -0.68
O 20.0552 7.0523 -10.4532 1.6610 0.2090 -0.1389 -0.33
C 20.3993 8.3344 -10.1359 -1.2635 -0.3157 -0.0090 0.81
O 19.7424 9.0571 -9.4236 0.8493 -0.3071 -0.6349 -0.57
O 21.5236 8.6012 -10.8159 -0.4205 -0.4358 0.5204 -0.33
C 22.0191 9.9294 -10.9382 0.0762 0.3884 0.2113 -0.72
H 18.6763 5.5129 -10.4900 0.4202 0.2937 -0.5788 0.25
H 18.0442 7.2037 -10.4495 -0.2636 -0.2667 -0.0148 0.31
H 18.6417 6.3715 -9.0228 0.4412 0.4697 0.2790 0.30
H 21.4477 10.4691 -11.6934 0.1998 -0.1313 -0.2236 0.35
H 23.0687 9.7913 -11.1979 -0.2038 0.1514 -0.2975 0.23
H 21.9917 10.5534 -10.0449 -0.2867 -0.4641 0.3631 0.32
C 24.1077 9.0271 -4.7833 0.7338 -0.1561 0.3000 -0.49
O 23.4534 8.4565 -5.8909 0.4723 3.3360 -1.3104 -0.15
C 22.8412 7.3468 -5.8888 -0.4639 -3.1262 0.5832 0.60
O 22.8517 6.5354 -5.0003 -0.1737 -0.2820 0.5424 -0.60
O 22.2615 7.1635 -7.0695 -0.2682 -1.3584 -1.6245 -0.22
C 21.9272 5.7825 -7.4659 -1.3818 0.1563 0.2329 -0.73
H 24.1142 10.1076 -4.9265 -0.3647 -0.0679 0.0265 -0.04
H 25.1504 8.7200 -4.8637 0.0641 -0.1520 0.4604 0.29
H 23.6716 8.7260 -3.8308 0.0292 -0.0156 -0.1262 0.44
H 21.5027 5.7707 -8.4697 0.5996 0.8215 -0.2504 0.23
H 21.0632 5.4083 -6.9166 0.2433 0.2091 0.7188 0.32
H 22.6876 5.0024 -7.4288 0.5592 0.7236 0.3673 0.33
C 22.5245 13.1885 -3.3454 0.4997 -0.3749 1.8125 -0.21
O 21.6384 14.1954 -3.7518 -1.0040 1.3787 -0.7593 -0.37
C 21.8166 15.4250 -3.2164 2.3566 0.3884 1.7101 0.86
O 22.4122 15.7043 -2.1702 -1.1508 -1.1183 -1.6787 -0.61
O 21.4075 16.3496 -4.0549 -0.9279 -2.0449 -1.6211 -0.31
C 21.6522 17.6891 -3.8543 -0.4024 1.7727 1.9401 -0.70
H 23.4673 13.6856 -3.1170 0.2466 -0.5453 -0.1271 -0.06
H 22.6089 12.3388 -4.0228 -0.1093 0.7324 -0.7082 0.12
H 22.1531 12.7282 -2.4298 0.0513 0.1536 0.3176 0.42
H 21.4518 17.9569 -2.8169 -0.2494 -0.0810 0.2287 0.36
H 20.9135 18.2358 -4.4404 0.6075 0.0569 -0.3567 0.26
H 22.6942 17.9979 -3.9378 0.0512 -0.2376 -0.8444 0.28
C 25.3779 12.1708 -11.8438 1.0808 0.4650 -0.0555 -0.16
O 26.5397 11.9923 -12.7123 -0.3173 -2.6431 0.0492 -0.36
C 27.0324 12.9298 -13.4411 -0.3862 5.3361 -1.0471 0.83
O 26.6693 14.1174 -13.3674 0.5090 -2.0191 -0.2632 -0.63
O 28.0005 12.5380 -14.2844 0.5642 -2.3278 0.5892 -0.35
C 28.5464 13.2688 -15.3720 -1.7671 2.0958 -0.7839 -0.71
H 24.8297 11.2319 -11.7665 0.3532 -0.0650 -0.4504 0.07
H 24.7274 12.9622 -12.2164 0.2738 0.0642 0.1821 0.37
H 25.8357 12.3644 -10.8738 -0.5013 0.4103 0.0507 0.05
H 29.5931 13.1603 -15.6559 0.0281 -0.6585 1.1436 0.27
H 28.3137 14.3275 -15.2581 0.4257 0.1950 0.5425 0.33
H 27.9871 13.0933 -16.2910 -0.2035 -0.8098 0.0354 0.29
C 24.2387 15.2392 -6.1545 0.0365 1.6329 -1.6824 -0.93
O 24.2458 13.8387 -6.0399 -0.0946 -1.1949 -0.3803 0.26
C 24.1246 13.1922 -7.2378 0.8431 -0.7413 -1.8334 0.32
O 23.7766 13.6365 -8.3386 0.7442 -0.9718 3.2477 -0.63
O 24.6108 11.9046 -7.0245 -0.4072 2.2550 1.3136 0.17
C 24.7469 11.0302 -8.1003 -0.7389 -0.4930 -2.0125 -0.05
H 24.3015 15.9016 -5.2911 -0.4949 -1.2355 0.9496 0.27
H 23.3672 15.5159 -6.7478 0.0985 0.2798 0.0850 0.31
H 25.1406 15.5566 -6.6779 0.0013 -0.1323 -0.5263 0.34
H 23.7610 10.6996 -8.4269 -0.0971 -0.1434 0.0471 0.46
H 25.3389 10.1418 -7.8803 -0.0976 0.3792 0.7015 -0.19
H 25.2232 11.4805 -8.9712 0.0685 0.3039 0.2324 -0.28
C 29.9470 17.2709 -1.4105 -0.1393 1.2311 0.6026 -0.70
O 28.7547 16.5078 -1.3639 2.2737 -1.4629 -0.5429 -0.33
C 27.5376 16.9685 -1.1938 1.9033 4.9158 0.8193 0.79
O 27.2689 18.1231 -0.8858 -0.0162 -0.8062 -0.2898 -0.64
O 26.7749 16.0146 -1.4160 -2.8389 -3.4797 -1.5422 -0.17
C 25.3725 16.1694 -1.6391 -0.2712 0.2267 1.5603 -0.58
H 30.2212 17.6146 -2.4078 -0.4548 -0.2450 -0.2701 0.27
H 30.7958 16.6969 -1.0388 -0.4157 -0.3071 0.1275 0.23
H 29.8294 18.1674 -0.8018 0.0421 0.0065 0.1085 0.34
H 25.0508 15.6961 -2.5668 0.3873 0.0423 0.1329 -0.04
H 25.0761 17.2156 -1.5635 0.1467 -0.0088 -0.2955 0.48
H 24.9554 15.6642 -0.7680 -0.5692 -0.1259 -0.4117 0.29
C 21.6972 22.8067 -7.7735 -1.0903 0.6856 -0.5292 -0.66
O 22.2129 21.5346 -8.1060 0.5573 -2.8798 1.1647 -0.32
C 21.7865 20.3598 -7.4615 -2.5725 1.6487 1.3444 0.81
O 20.9997 20.3329 -6.4820 2.6774 0.1715 -2.9595 -0.59
O 22.2443 19.3005 -8.1400 -0.3438 0.6607 0.0433 -0.32
C 21.5980 18.0157 -7.9005 0.1504 0.4282 0.2202 -0.30
H 21.4051 23.0213 -6.7455 0.1810 -0.6661 0.0894 0.30
H 20.8344 22.9319 -8.4277 -0.3679 0.1510 0.2802 0.29
H 22.3773 23.5918 -8.1040 0.4973 -0.4578 0.1207 0.25
H 20.9724 18.1075 -7.0127 0.3880 -0.3250 0.1168 0.22
H 22.4134 17.2936 -7.8580 -0.2181 0.0503 0.3861 0.04
H 20.9499 17.7180 -8.7248 0.1347 0.4892 -0.2649 0.28
C 26.0056 12.3375 -3.3657 0.8370 -0.5178 -0.1531 -0.84
O 26.5086 12.9311 -2.1791 0.7532 0.3531 1.2683 -0.11
C 27.0647 12.2097 -1.1615 -0.3107 -0.6775 -0.0235 0.55
O 27.3210 11.0254 -1.1540 -0.2480 0.9135 -0.3504 -0.59
O 27.2423 13.0415 -0.1285 -0.4839 1.1451 -0.1867 -0.24
C 27.7664 12.5825 1.1224 0.7599 -1.1757 -0.5937 -0.71
H 26.6927 11.6053 -3.7897 -0.1007 -0.5719 0.5027 0.66
H 26.0309 13.0870 -4.1567 -0.6289 0.3720 0.4222 0.18
H 25.0193 11.9343 -3.1359 0.0665 -0.0719 -0.4693 0.25
H 27.1041 11.8435 1.5733 0.0027 0.0480 -0.0547 0.29
H 27.9851 13.3790 1.8337 -0.5980 0.4453 -0.5817 0.24
H 28.7326 12.1258 0.9079 -0.0356 -0.3258 0.1539 0.31
C 28.5747 13.6454 -7.5080 -0.1543 0.3824 -0.3310 -0.61
O 28.5796 12.3365 -6.9001 0.0901 -1.2790 -0.8153 -0.29
C 28.2919 11.1668 -7.5946 -2.0272 1.5506 -1.4796 0.92
O 27.7819 11.1089 -8.7213 1.5603 0.1700 2.3682 -0.58
O 28.4726 10.1412 -6.7674 0.6017 1.3733 -0.0347 -0.33
C 27.9506 8.8635 -7.0910 0.4237 -0.5033 0.7800 -0.48
H 27.7019 14.2449 -7.2492 -0.4058 -0.5495 0.4193 0.10
H 28.5951 13.7049 -8.5962 0.2589 -0.7747 -0.0195 0.34
H 29.4116 14.2175 -7.1075 0.2048 -0.4528 0.0051 0.33
H 26.8610 8.8921 -7.0829 0.1204 -0.1114 -0.5069 0.09
H 28.2755 8.2851 -6.2262 -0.2116 -0.1815 -0.0445 0.26
H 28.4369 8.4043 -7.9517 -0.4458 0.3586 -0.3057 0.29
```
Positions in Å, forces in eV/Å.

Results
**Charge**: 0
**Structure (SMILES)**: COC(=O)OC.COC(=O)OC.COC(=O)OC.COC(=O)OC.COC(=O)OC.COC(=O)OC.COC(=O)OC.COC(=O)OC.COC(=O)OC
**Total energy**: -3092.551826 Eh

=====

In order of appearance, LUMO = -2.3 0.3 eV.
In order of appearance, HOMO = -12.00 -10.26 eV.
In order of appearance, energy above the lowest of the compared OMol25 structures with the same formula, charge and spin = 0.000 4.826 eV.